Computed, not measured: 3 unconnected molecules or ions with the total composition C29H37I2N3O4P, with ωB97M-V with the def2-TZVPD basis set.

```
76
Properties=species:S:1:pos:R:3:forces:R:3:lowdin_charge:R:1
I 0.82608 2.03999 -1.81356 0.4 -0.9 -0.1 0.825
I 4.36644 1.42008 -3.66285 -0.4 -0.1 0.7 0.827
P 2.24047 0.68019 1.22308 0.6 1.0 -0.8 0.929
O 3.94393 -3.24779 2.44036 -1.3 -0.5 1.5 0.075
O -2.27328 -4.03008 -1.12760 2.0 -2.0 -3.4 0.016
O 1.50442 -4.00077 -6.03329 2.0 -1.0 4.3 0.061
O 2.45594 -2.08048 3.36084 -1.9 1.5 -0.7 -0.151
N 1.55670 -0.92346 -1.18410 -1.6 -3.0 1.6 -0.065
N 2.45754 -5.59155 -4.51500 0.1 1.7 0.6 0.078
N 2.97328 -3.33769 3.12789 2.2 -0.6 -1.8 -0.022
C 3.65431 0.52584 -1.76342 -0.4 -0.5 0.1 -0.746
C 1.10928 -2.11613 2.76541 -1.0 -0.7 0.6 -0.148
C -1.60161 -4.59559 -2.02170 -0.8 1.5 3.1 -0.166
C 2.06437 0.23384 -1.99989 1.6 0.4 -1.1 -0.775
C -1.19161 5.18680 3.46585 -0.1 0.0 0.0 -0.108
C -3.87845 5.91448 3.45333 0.1 0.0 0.0 -0.085
C -1.79250 5.65070 4.63204 0.0 0.0 0.0 -0.093
C 3.95679 0.22080 1.96977 0.3 -0.6 -0.5 -0.271
C -3.13425 6.01917 4.62508 0.0 -0.1 -0.1 -0.087
C -3.27863 5.44715 2.28830 0.0 0.0 0.0 -0.104
C 1.58219 -0.87543 0.28796 -0.9 -3.3 1.8 -0.203
C -5.37396 1.55961 -1.98670 0.0 0.0 0.1 -0.092
C -1.93430 5.08723 2.29281 0.0 0.0 0.1 -0.112
C -3.59633 2.13556 -0.46509 -0.1 0.0 -0.1 -0.105
C -0.00214 -4.71293 -1.75549 -0.5 0.9 -0.6 -0.095
C -4.01644 1.71327 -1.72293 0.0 0.0 0.1 -0.100
C 0.53302 -3.37467 -1.05047 0.9 1.8 2.3 -0.065
C -6.31103 1.82497 -0.99269 0.1 0.0 0.0 -0.088
C 2.04045 -4.22229 -4.91683 -1.0 1.2 -3.0 -0.401
C 0.89885 -2.28130 -3.43102 1.0 0.6 0.0 -0.095
C 0.54352 -3.36581 0.48527 1.5 3.6 -2.5 0.108
C 2.29859 -2.95702 -3.92860 0.3 -0.8 0.2 -0.091
C 1.11433 -2.06459 1.17404 -0.8 -1.1 -3.7 -0.070
C 1.03161 -2.11286 -1.84644 -1.2 -1.6 1.7 -0.025
C 1.06722 1.17467 2.62827 -0.1 -0.7 1.2 -0.416
C -5.89044 2.25252 0.26335 0.0 0.0 -0.1 -0.087
C -4.53321 2.40950 0.52554 0.0 0.0 0.0 -0.101
C -0.50027 1.06807 2.27166 0.5 0.7 0.9 -0.148
C 4.51855 -0.81193 -1.54310 1.1 0.6 -0.1 -0.158
H 0.70630 -1.28276 -3.97876 0.4 -1.6 1.0 0.133
H 2.03042 0.02603 -3.13385 -0.4 -0.2 2.1 0.024
H 2.97614 -2.18128 -4.43750 -1.1 -1.2 0.5 0.130
H -2.53750 2.25229 -0.25702 0.0 0.0 0.0 0.070
H -3.60057 6.38705 5.53259 0.0 0.0 -0.1 0.104
H -0.14400 4.90289 3.47075 -0.1 0.1 0.0 0.092
H 0.49336 -4.90045 -2.77378 -0.5 0.1 1.7 0.089
H -1.01325 0.58409 3.17835 0.5 0.5 -1.6 0.087
H -7.36879 1.69994 -1.19690 0.1 0.0 0.0 0.104
H -6.62078 2.46317 1.03736 0.1 0.0 -0.1 0.104
H -4.20458 2.74522 1.50391 0.0 0.0 -0.1 0.091
H 0.15512 -4.25511 1.09744 0.7 1.5 -1.1 0.139
H 2.34552 -5.70580 -3.48645 0.2 0.2 -0.9 0.065
H -0.90598 2.14853 2.24273 0.5 -1.9 -0.4 0.071
H 3.84458 1.31434 -0.96597 -0.4 -1.2 -1.1 0.041
H 0.40546 -1.34530 3.25778 1.6 -0.9 -0.9 0.127
H -1.46548 4.72805 1.38226 0.0 0.0 0.0 0.094
H -1.21425 5.72605 5.54707 -0.1 0.0 -0.1 0.102
H -0.65703 0.50311 1.29617 -0.2 0.8 1.4 0.057
H -3.85917 5.36404 1.37519 0.1 0.0 0.1 0.100
H 3.96382 0.31980 3.10413 0.0 -0.2 -1.6 0.058
H 0.68222 -3.13406 3.11857 0.5 1.5 -1.0 0.139
H 4.71149 0.93251 1.47935 -1.2 -0.9 0.9 0.046
H -5.70196 1.23200 -2.96777 0.0 0.0 0.1 0.102
H 0.04014 -2.96338 -3.75548 1.1 1.0 1.0 0.123
H -3.28549 1.50426 -2.49732 -0.1 0.0 0.0 0.093
H 3.97290 -1.78238 -1.78626 0.6 1.4 0.5 0.064
H 0.13379 -5.59851 -1.03848 0.0 1.3 -1.2 0.138
H -4.92571 6.19716 3.44906 0.1 0.0 0.0 0.105
H 3.47468 -5.72584 -4.68324 -0.9 0.1 -0.2 0.106
H -2.07547 -5.05753 -2.96200 0.7 0.6 1.2 0.147
H 5.42381 -0.74376 -2.25548 -1.5 -0.3 1.2 0.049
H 1.28306 2.26363 2.92481 0.1 -1.6 -0.8 0.088
H 1.37380 0.54064 3.54582 -0.7 1.0 -1.3 0.070
H 4.25652 -0.84123 1.64240 -0.5 1.6 0.8 0.023
H 2.90514 -3.37212 -3.04706 -1.0 0.7 -1.1 0.103
H 4.97227 -0.80735 -0.48250 -1.0 -0.3 -1.6 0.075
```
Positions in Å, forces in eV/Å.

Calculated values
orbital gap = 6.3089 eV
lowest unoccupied orbital energy = -4.7 eV
2S+1 = 1
HOMO = -11.05 eV
charge = +1


Computed, not measured: a molecular structure, C8H14O4P, with ωB97M-V with the def2-TZVPD basis set.

```
27
Properties=species:S:1:pos:R:3:forces:R:3:lowdin_charge:R:1
P 0.11932 -1.70875 2.59131 -1.6 -0.6 0.0 0.702
O 1.48714 -1.20352 2.82335 1.5 0.6 0.1 -0.527
O -2.53223 0.49729 1.70702 -0.4 0.1 -0.1 0.029
O -1.07257 -0.41139 3.17230 0.2 -0.2 0.0 -0.189
O -0.15801 -1.92202 -1.13692 0.0 0.1 0.0 -0.215
C -0.96757 2.06923 -0.85739 0.1 -0.3 0.0 -0.080
C 0.69531 0.83080 0.51643 -1.9 -2.8 0.6 0.058
C -1.16002 -1.51676 -0.21596 -0.2 0.1 0.0 -0.242
C -0.66261 -0.92379 1.05929 2.4 2.3 -1.0 -0.269
C 0.34748 1.29294 -0.85978 0.0 0.3 -0.2 -0.483
C 0.76346 -2.82801 -0.58599 0.0 0.0 0.1 -0.129
C -1.55924 -0.18269 1.96235 -0.2 0.3 0.0 -0.716
C 1.48471 2.17817 -1.39910 -0.1 -0.2 0.1 -0.091
H 2.43363 1.64026 -1.37728 0.0 0.0 -0.1 0.070
H -0.84253 3.01646 -0.33556 0.0 0.2 0.1 0.078
H -1.30660 2.27425 -1.87114 0.0 0.1 -0.1 0.071
H 0.44770 1.49404 1.32880 0.0 0.2 0.2 0.087
H 1.58806 3.07844 -0.78874 0.0 0.0 0.0 0.074
H 1.50014 -3.02794 -1.36438 0.0 -0.1 0.1 0.082
H 1.62488 0.29980 0.64404 0.2 0.0 0.1 0.064
H 0.26922 -3.76599 -0.29609 0.0 0.0 0.0 0.086
H -1.79530 -2.38772 0.02978 0.0 0.0 -0.1 0.127
H 1.27455 2.48176 -2.42643 0.0 0.0 -0.1 0.068
H 1.26375 -2.41353 0.29595 0.1 0.0 -0.1 0.054
H -1.77219 -0.79368 -0.76340 -0.1 -0.1 0.1 0.120
H -1.73442 1.50731 -0.33072 -0.1 0.0 0.0 0.053
H 0.26393 0.42505 -1.52173 0.0 0.0 0.1 0.117
```
Positions in Å, forces in eV/Å.

Calculated values
energy above the lowest of the compared OMol25 structures with the same formula, charge and spin = 26.6 kcal/mol
orbital gap = 7.0888 eV
lowest unoccupied orbital energy = 3.3 eV
2S+1 = 1
HOMO = -3.78 eV
charge = -1


Computed, not measured: a single C5H7NO molecule, with ωB97M-V with the def2-TZVPD basis set.

```
14
Properties=species:S:1:pos:R:3:forces:R:3:lowdin_charge:R:1
O -0.28455 -1.50787 -0.15805 1.8 0.9 1.0 -0.014
N -1.91186 -0.63504 -1.51780 0.6 -0.3 1.3 0.150
C -0.59958 0.84619 -0.05547 -2.2 0.6 1.5 -0.132
C 1.02290 -1.02543 0.38254 -0.2 -2.4 -1.3 -0.144
C -1.05440 -0.48948 -0.57620 0.4 1.3 -2.2 -0.491
C 2.03476 -0.59012 -0.37504 -1.1 -0.1 0.5 0.045
C -0.80164 1.16333 1.24046 0.7 0.0 -1.1 0.031
H -2.36449 0.25088 -1.74602 0.1 -0.1 0.2 0.053
H 1.87797 -0.21241 -1.37967 0.0 -0.3 0.0 0.076
H 1.13730 -1.45309 1.37035 0.1 0.3 0.0 0.114
H -0.69329 2.18581 1.58630 0.1 -0.1 0.0 0.060
H -0.42872 1.61908 -0.79621 0.1 0.0 0.0 0.110
H -0.97245 0.39507 1.98866 -0.3 0.1 -0.1 0.073
H 3.03805 -0.54694 0.03614 -0.3 0.2 0.1 0.067
```
Positions in Å, forces in eV/Å.

Calculated values
SMILES = [H]/N=C(\C=C)OC=C
energy above the lowest of the compared OMol25 structures with the same formula, charge and spin = 68.3 kcal/mol
orbital gap = 10.5101 eV
lowest unoccupied orbital energy = 0.9 eV
2S+1 = 1
HOMO = -9.58 eV


Computed, not measured: a single C4H8O3 molecule, with ωB97M-V with the def2-TZVPD basis set.

```
15
Properties=species:S:1:pos:R:3:forces:R:3:lowdin_charge:R:1
O -0.30345 1.56818 -0.55035 -0.2 0.0 -0.1 0.054
O -1.46782 1.16914 1.70622 0.2 0.1 0.2 -0.059
O -0.56708 -0.68842 -1.20192 -0.2 0.0 0.0 -0.043
C -0.17799 0.24010 -0.17628 0.1 -0.1 0.2 -0.539
C -1.02225 -0.02730 1.08874 -0.1 -0.2 0.0 -0.141
C 0.78762 -1.11088 -1.41906 0.3 -0.2 -0.2 -0.156
C 1.28431 -0.23692 -0.26453 0.1 0.1 0.1 -0.045
H 1.97836 0.56163 -0.53353 -0.1 -0.1 0.0 0.116
H -1.92550 -0.55822 0.77655 0.1 0.1 0.0 0.134
H 1.65182 -0.78107 0.61028 -0.1 0.1 -0.1 0.112
H 0.89758 -2.19388 -1.29347 0.0 0.2 0.0 0.115
H -1.12173 1.89457 -0.13909 0.2 0.1 -0.2 0.102
H -0.68775 1.65238 2.01141 -0.2 0.0 0.1 0.105
H -0.47742 -0.66569 1.79720 0.0 0.1 -0.2 0.129
H 1.15129 -0.82363 -2.41219 -0.1 0.0 0.1 0.117
```
Positions in Å, forces in eV/Å.

Calculated values
SMILES = OC[C@@]1(O)CCO1
energy above the lowest of the compared OMol25 structures with the same formula, charge and spin = 46.0 kcal/mol
orbital gap = 10.7294 eV
lowest unoccupied orbital energy = 0.7 eV
2S+1 = 1
HOMO = -9.98 eV